1.
Density functional theory data (the ωB97M-V functional and the def2-TZVPD basis) for 11 unconnected molecules or ions with the total composition C11H44N14O11 in a non-equilibrium geometry.

Cartesian coordinates (Å):
1 C 3.180 -5.622 0.240
2 O 3.335 -6.772 1.079
3 H 3.864 -5.636 -0.608
4 H 2.170 -5.649 -0.170
5 H 3.454 -4.731 0.805
6 H 2.615 -6.672 1.706
7 C 6.742 5.163 1.363
8 O 5.458 5.250 1.952
9 H 6.672 4.619 0.421
10 H 7.067 6.166 1.089
11 H 7.386 4.618 2.054
12 H 5.616 5.261 2.899
13 C -0.923 6.237 2.535
14 O -2.236 5.903 2.175
15 H -0.833 6.683 3.526
16 H -0.334 5.321 2.588
17 H -0.453 6.885 1.796
18 H -2.315 5.231 1.494
19 C 3.049 -1.771 8.649
20 O 4.240 -1.182 9.106
21 H 3.389 -2.780 8.415
22 H 2.361 -1.818 9.493
23 H 2.527 -1.480 7.738
24 H 4.934 -1.428 8.490
25 C 1.220 2.049 -7.442
26 O 0.273 2.127 -8.173
27 N 1.203 2.291 -6.162
28 N 2.377 1.644 -7.848
29 H 2.054 2.088 -5.659
30 H 0.457 2.867 -5.798
31 H 2.465 1.450 -8.835
32 H 3.206 1.645 -7.270
33 C 0.774 0.153 0.865
34 O 1.054 -0.509 1.859
35 N 1.316 1.267 0.405
36 N -0.143 -0.198 -0.013
37 H 1.986 1.805 0.936
38 H 0.907 1.616 -0.450
39 H -0.507 0.539 -0.600
40 H -0.601 -1.089 0.115
41 C 6.568 -0.407 -2.638
42 O 5.962 0.390 -3.344
43 N 6.219 -0.792 -1.477
44 N 7.749 -0.989 -2.938
45 H 6.715 -1.467 -0.915
46 H 5.318 -0.409 -1.227
47 H 7.954 -1.805 -2.380
48 H 8.216 -0.805 -3.815
49 C -3.618 4.442 -3.269
50 O -3.019 3.836 -2.388
51 N -3.055 5.375 -3.999
52 N -4.853 4.400 -3.552
53 H -3.630 5.730 -4.750
54 H -2.139 5.730 -3.768
55 H -5.276 3.665 -3.003
56 H -5.217 4.829 -4.390
57 C -7.965 -0.713 1.251
58 O -7.373 -0.108 0.443
59 N -7.620 -1.939 1.677
60 N -9.052 -0.257 1.760
61 H -6.754 -2.247 1.260
62 H -7.883 -2.130 2.634
63 H -9.618 -0.867 2.332
64 H -9.442 0.608 1.414
65 C -3.425 -2.803 -4.395
66 O -2.584 -3.597 -4.834
67 N -3.666 -1.627 -4.914
68 N -4.182 -3.127 -3.337
69 H -4.494 -1.099 -4.680
70 H -3.187 -1.287 -5.736
71 H -4.014 -3.999 -2.856
72 H -4.829 -2.466 -2.930
73 C -1.680 -6.003 5.269
74 O -0.807 -6.635 4.781
75 N -2.757 -6.469 5.825
76 N -1.749 -4.702 5.251
77 H -3.506 -5.856 6.113
78 H -2.810 -7.387 6.243
79 H -0.904 -4.268 4.909
80 H -2.600 -4.287 5.603

## Properties
* total charge: 0
* SMILES string: NC(N)=O.NC(N)=O.NC(N)=O.NC(N)=O.NC(N)=O.NC(N)=O.NC(N)=O.CO.CO.CO.CO
* HOMO: -9.53 eV
* energy above the lowest of the compared OMol25 structures with the same formula, charge and spin: 595.4 kJ/mol

2.
Density functional theory data (the ωB97M-V functional and the def2-TZVPD basis) for 11 unconnected molecules or ions with the total composition C11H44N22O11 in a non-equilibrium geometry.

Cartesian coordinates (Å):
1 C -4.645 0.485 -2.844
2 O -5.351 1.205 -2.149
3 N -4.728 0.466 -4.228
4 N -3.916 -0.563 -2.345
5 H -5.342 1.192 -4.551
6 H -4.479 -0.332 -4.771
7 H -3.752 -0.643 -1.360
8 H -3.720 -1.381 -2.897
9 C 3.998 1.635 2.186
10 O 4.359 0.695 2.894
11 N 3.528 2.830 2.733
12 N 4.088 1.651 0.802
13 H 3.609 3.688 2.225
14 H 3.621 2.936 3.729
15 H 3.792 2.483 0.337
16 H 4.279 0.895 0.176
17 C 2.441 3.342 -4.612
18 O 3.664 3.543 -4.848
19 N 1.994 2.149 -4.051
20 N 1.441 4.227 -4.972
21 H 1.004 1.927 -4.063
22 H 2.680 1.578 -3.608
23 H 1.684 5.017 -5.534
24 H 0.467 4.062 -4.817
25 C -1.772 -3.156 3.509
26 O -2.947 -3.233 3.913
27 N -1.435 -2.914 2.173
28 N -0.670 -3.291 4.335
29 H -0.445 -2.835 1.845
30 H -2.152 -2.725 1.498
31 H -0.760 -3.466 5.313
32 H 0.255 -3.162 3.985
33 C -0.406 3.802 0.012
34 O -0.134 2.664 0.488
35 N 0.472 4.402 -0.879
36 N -1.553 4.505 0.325
37 H 1.343 3.962 -1.099
38 H 0.267 5.242 -1.389
39 H -1.667 5.366 -0.168
40 H -2.054 4.259 1.156
41 C -0.368 0.796 3.681
42 O -0.732 0.133 4.644
43 N -1.090 0.832 2.496
44 N 0.770 1.594 3.637
45 H -0.859 1.441 1.719
46 H -1.822 0.150 2.394
47 H 1.318 1.652 4.475
48 H 1.000 2.008 2.759
49 C 2.535 -1.637 4.828
50 O 1.964 -2.647 5.259
51 N 3.488 -0.979 5.622
52 N 2.491 -1.141 3.521
53 H 3.707 -1.386 6.509
54 H 4.098 -0.338 5.148
55 H 2.762 -0.176 3.525
56 H 2.144 -1.703 2.743
57 C 0.242 -0.631 -1.107
58 O 0.279 -1.838 -0.788
59 N -0.472 -0.065 -2.146
60 N 0.923 0.276 -0.288
61 H -1.205 -0.718 -2.389
62 H -0.314 0.883 -2.417
63 H 1.492 -0.128 0.430
64 H 0.467 1.173 -0.242
65 C 2.018 -4.218 1.393
66 O 1.469 -3.162 1.753
67 N 1.450 -5.201 0.636
68 N 3.340 -4.414 1.750
69 H 0.469 -5.365 0.684
70 H 1.975 -5.944 0.221
71 H 3.818 -3.659 2.203
72 H 3.804 -5.209 1.361
73 C -1.926 2.740 -4.238
74 O -0.862 2.197 -3.948
75 N -2.573 3.554 -3.327
76 N -2.590 2.640 -5.430
77 H -1.959 3.748 -2.554
78 H -3.381 4.120 -3.467
79 H -2.350 1.908 -6.074
80 H -3.317 3.270 -5.687
81 C -2.560 -4.314 -1.388
82 O -3.080 -3.550 -2.231
83 N -1.496 -4.025 -0.581
84 N -3.235 -5.504 -1.054
85 H -1.259 -4.563 0.217
86 H -0.894 -3.214 -0.747
87 H -3.708 -5.981 -1.791
88 H -3.030 -5.915 -0.165

## Properties
* total charge: 0
* SMILES string: NC(N)=O.NC(N)=O.NC(N)=O.NC(N)=O.NC(N)=O.NC(N)=O.NC(N)=O.NC(N)=O.NC(N)=O.NC(N)=O.NC(N)=O
* HOMO: -8.22 eV
* energy above the lowest of the compared OMol25 structures with the same formula, charge and spin: 223.7 kJ/mol

3.
Density functional theory data (the ωB97M-V functional and the def2-TZVPD basis) for a molecular structure, C11H5BClF21O2SbTi in a non-equilibrium geometry.

Cartesian coordinates (Å):
1 Ti 0.102 -0.278 -0.858
2 F 1.940 6.708 -1.305
3 C 1.439 5.475 -1.092
4 C 1.444 4.962 0.183
5 F 1.799 5.826 1.198
6 C 1.279 3.658 0.412
7 F 1.232 3.143 1.629
8 C 0.842 2.800 -0.686
9 O 0.718 1.545 -0.438
10 C 0.704 3.333 -1.987
11 F 0.151 2.625 -2.930
12 C 1.037 4.627 -2.138
13 F 0.984 5.126 -3.388
14 F -0.506 -2.363 -0.927
15 B -1.389 -2.379 -2.058
16 F -1.296 -0.886 -2.388
17 F -2.670 -2.721 -1.595
18 F -1.090 -3.208 -3.084
19 Cl 4.497 -3.507 2.950
20 C 4.121 -2.886 1.439
21 H 4.108 -3.620 0.648
22 H 4.017 -1.808 1.317
23 C -3.659 -0.198 0.300
24 C -2.429 0.406 1.015
25 O -1.220 -0.056 0.352
26 C -2.430 -0.145 2.482
27 F -1.378 0.278 3.197
28 F -2.421 -1.465 2.503
29 F -3.557 0.307 3.076
30 C -2.444 1.934 0.838
31 F -1.548 2.551 1.600
32 F -2.194 2.244 -0.509
33 F -3.658 2.382 1.145
34 H -3.612 -1.289 0.194
35 H -3.669 0.225 -0.721
36 H -4.561 -0.106 0.939
37 F 1.168 -0.149 -2.385
38 Sb 2.408 -6.220 -0.062
39 F 4.035 -5.258 -0.417
40 F 1.448 -0.948 0.120
41 F 3.185 -7.927 -0.438
42 F 0.544 -7.001 0.085
43 F 2.529 -5.734 1.786

## Properties
* multiplicity: 4
* total charge: -2
* HOMO (alpha / beta): -1.32 / -2.09 eV

4.
Density functional theory data (the ωB97M-V functional and the def2-TZVPD basis) for a single C11H5Br2F9O3 molecule in a non-equilibrium geometry.

Cartesian coordinates (Å):
1 C 1.592 -1.340 1.325
2 C 2.504 -1.218 0.114
3 Br 4.351 -1.576 0.708
4 C 2.499 0.161 -0.560
5 Br 2.816 -0.009 -2.481
6 C 1.317 1.018 -0.259
7 C 0.034 1.016 -0.616
8 C -0.632 0.008 -1.507
9 F -0.497 0.429 -2.789
10 F -0.010 -1.176 -1.401
11 C -2.159 -0.218 -1.332
12 F -2.516 -1.039 -2.344
13 F -2.817 0.934 -1.484
14 C -2.622 -0.944 -0.043
15 F -1.944 -2.082 0.128
16 F -3.917 -1.244 -0.231
17 C -2.558 -0.144 1.285
18 F -3.053 1.081 1.152
19 F -1.293 -0.071 1.724
20 F -3.281 -0.815 2.196
21 C -0.568 2.247 0.011
22 O -1.519 2.908 -0.277
23 O 0.309 2.634 1.035
24 C 1.548 2.199 0.656
25 O 2.602 2.692 0.940
26 H 1.914 -2.177 1.926
27 H 1.656 -0.452 1.942
28 H 0.584 -1.530 0.982
29 H 2.300 -1.994 -0.601
30 H 3.359 0.703 -0.202

## Properties
* total charge: 0
* SMILES string: C[C@H](Br)[C@@H](Br)C1=C(C(F)(F)C(F)(F)C(F)(F)C(F)(F)F)C(=O)OC1=O
* HOMO: -10.66 eV

5.
Density functional theory data (the ωB97M-V functional and the def2-TZVPD basis) for a gas-phase ion, C11H5Cl4N2O4 (charge -1) in a non-equilibrium geometry.

Cartesian coordinates (Å):
1 Cl -0.454 0.819 2.639
2 C 0.235 -0.462 1.611
3 C -0.468 -1.724 1.718
4 Cl -2.172 -1.740 1.862
5 C 0.189 -3.012 1.687
6 O -0.408 -4.112 1.661
7 C 1.723 -3.009 1.909
8 O 2.328 -4.005 2.294
9 C 2.416 -1.702 1.653
10 Cl 4.117 -1.761 1.751
11 C 1.702 -0.516 1.674
12 Cl 2.576 0.991 1.851
13 C -1.892 3.246 -1.698
14 C -1.174 1.963 -1.375
15 C -0.816 1.379 -0.185
16 N -0.089 0.272 0.007
17 C 0.256 -0.415 -1.145
18 O 0.851 -1.492 -1.134
19 N -0.073 0.126 -2.385
20 C -0.752 1.285 -2.607
21 O -0.944 1.657 -3.766
22 H -1.857 3.257 -2.823
23 H -2.961 3.319 -1.385
24 H -1.408 4.181 -1.330
25 H -1.155 1.882 0.710
26 H 0.229 -0.429 -3.194

## Properties
* total charge: -1
* SMILES string: Cc1cn([C@@]2(Cl)C(Cl)=C([O-])C(=O)C(Cl)=C2Cl)c(=O)[nH]c1=O
* HOMO: -4.55 eV
* energy above the lowest of the compared OMol25 structures with the same formula, charge and spin: 47.3 kJ/mol

6.
Density functional theory data (the ωB97M-V functional and the def2-TZVPD basis) for a molecular structure, C11H5Cl5IReS5 in a non-equilibrium geometry.

Cartesian coordinates (Å):
1 Re -0.733 0.156 -0.872
2 Cl -0.834 2.553 -1.599
3 C -1.437 2.622 0.086
4 C -1.545 1.352 0.601
5 C -2.070 1.216 1.863
6 Cl -2.270 -0.370 2.508
7 C -2.438 2.350 2.585
8 Cl -3.095 2.179 4.154
9 C -2.268 3.630 2.029
10 Cl -2.687 5.024 2.915
11 C -1.764 3.781 0.735
12 Cl -1.557 5.298 -0.015
13 C -2.372 -3.757 -2.924
14 S -1.644 -2.590 -4.094
15 C -2.476 -1.068 -3.852
16 C -2.915 -0.428 -2.739
17 S -2.785 -0.941 -1.086
18 S -3.723 1.112 -2.991
19 C -3.509 1.207 -4.707
20 S -4.004 2.433 -5.620
21 S -2.730 -0.217 -5.344
22 H -2.037 -4.732 -3.280
23 H -3.461 -3.711 -2.974
24 H -2.033 -3.597 -1.908
25 I 1.192 -1.035 -2.444
26 C 0.312 -1.586 -0.510
27 H 1.123 -1.560 0.216
28 H -0.106 -2.579 -0.618

## Properties
* multiplicity: 4
* total charge: +1
* HOMO (alpha / beta): -11.11 / -11.15 eV
* energy above the lowest of the compared OMol25 structures with the same formula, charge and spin: 31.7 kJ/mol

Number 1: electronic energy -55505.067 eV. Number 2: electronic energy -67436.376 eV. Number 3: electronic energy -115513.610 eV. Number 4: electronic energy -182172.922 eV. Number 5: electronic energy -72749.318 eV. Number 6: electronic energy -138497.872 eV.